(1)
The following is a quantum chemistry calculation of the molecule C5H8O2 in a non-equilibrium geometry, from the Open Molecules 2025 dataset.

Output
Gap between HOMO and LUMO (alpha / beta), eV: 9.055 / 6.534
M, u: 100.12
HOMO level (alpha / beta), eV: -8.4 / -7.0
Multiplicity: 1
ΔE to the lowest compared entry with this formula, charge and spin, kcal per mole: 86.5
LUMO level (alpha / beta), eV: 0.641 / -0.477

Geometry as XYZ:
```
15
Properties=species:S:1:pos:R:3:nbo_charge:R:1
C 0.10 1.82 0.92 -0.69
C 0.05 0.34 0.73 0.36
O 0.38 -0.29 1.86 -0.69
C -0.88 -0.22 -0.33 -0.49
C -0.04 -0.84 -1.44 -0.52
C 0.96 -1.65 -0.60 0.45
O 1.48 -2.64 -1.04 -0.47
H -0.67 2.12 1.66 0.22
H 1.06 2.13 1.34 0.23
H -0.10 2.35 -0.01 0.21
H 0.70 -1.16 1.56 0.49
H -1.49 -1.01 0.14 0.22
H -1.54 0.57 -0.70 0.22
H -0.58 -1.42 -2.19 0.22
H 0.58 -0.10 -1.96 0.24
```

***

(2)
The following is a quantum chemistry calculation of the molecule C5H8O2, from the Open Molecules 2025 dataset.

Output
Gap between HOMO and LUMO, eV: 11.230
M, u: 100.12
Structure (SMILES): CC1(OC=O)CC1
HOMO level, eV: -10.2
Multiplicity: 1
ΔE to the lowest compared entry with this formula, charge and spin, kcal per mole: 25.0
LUMO level, eV: 1.013

Geometry as XYZ:
```
15
Properties=species:S:1:pos:R:3:nbo_charge:R:1
C -0.66 -0.47 1.23 -0.63
C 0.12 0.16 0.10 0.23
C 1.45 -0.37 -0.31 -0.43
C 1.34 0.97 0.36 -0.42
O -0.68 0.76 -0.93 -0.50
C -1.62 0.02 -1.52 0.65
O -1.85 -1.15 -1.32 -0.58
H -0.44 -1.54 1.32 0.23
H -1.74 -0.39 1.06 0.23
H -0.44 0.01 2.19 0.21
H 1.84 -1.20 0.27 0.22
H 1.71 -0.39 -1.36 0.23
H 1.67 1.09 1.39 0.22
H 1.49 1.85 -0.27 0.23
H -2.20 0.66 -2.20 0.12
```

***

(3)
The following is a quantum chemistry calculation of a structure of composition C5H8O2, from the Open Molecules 2025 dataset.

Output
Gap between HOMO and LUMO, eV: 9.824
M, u: 100.12
HOMO level, eV: -9.1
Multiplicity: 1
ΔE to the lowest compared entry with this formula, charge and spin, kcal per mole: 56.7
LUMO level, eV: 0.771

Geometry as XYZ:
```
15
Properties=species:S:1:pos:R:3:nbo_charge:R:1
C 1.84 -0.17 0.67 -0.63
C 0.57 0.14 -0.05 0.25
C -0.15 -0.82 -0.97 -0.47
C -0.89 -0.13 0.15 0.18
O -1.55 -0.75 1.19 -0.68
C -1.09 1.32 -0.29 -0.08
O 0.33 1.49 -0.47 -0.52
H 2.67 0.30 0.13 0.23
H 2.02 -1.24 0.68 0.22
H 1.84 0.21 1.70 0.22
H -0.36 -0.57 -2.00 0.22
H 0.09 -1.87 -0.77 0.22
H -2.20 -1.36 0.81 0.48
H -1.63 1.46 -1.24 0.17
H -1.49 1.98 0.48 0.19
```

***

(4)
The following is a quantum chemistry calculation of a structure of composition C5H8O2, from the Open Molecules 2025 dataset.

Output
Gap between HOMO and LUMO, eV: 10.503
M, u: 100.12
HOMO level, eV: -9.5
Multiplicity: 1
ΔE to the lowest compared entry with this formula, charge and spin, kcal per mole: 62.8
LUMO level, eV: 1.033

Geometry as XYZ:
```
15
Properties=species:S:1:pos:R:3:nbo_charge:R:1
O -1.06 0.56 2.59 -0.71
C -1.09 0.11 1.25 -0.10
C 0.24 0.33 0.54 0.07
O 1.02 -0.88 0.35 -0.52
C 1.27 -0.51 -1.00 0.09
C 0.02 -0.54 -1.81 -0.45
C 0.34 0.67 -0.95 -0.28
H -0.43 0.02 3.08 0.47
H -1.35 -0.96 1.20 0.18
H -1.89 0.68 0.76 0.19
H 0.81 1.05 1.13 0.19
H 2.28 -0.60 -1.38 0.20
H -0.77 -1.24 -1.56 0.22
H 0.16 -0.35 -2.87 0.22
H 0.45 1.66 -1.35 0.23
```

***

(5)
The following is a quantum chemistry calculation of the molecule C5H8O2, from the Open Molecules 2025 dataset.

Output
Gap between HOMO and LUMO, eV: 10.074
M, u: 100.12
Structure (SMILES): C=CC(=O)CCO
HOMO level, eV: -9.8
Multiplicity: 1
ΔE to the lowest compared entry with this formula, charge and spin, kcal per mole: 27.9
LUMO level, eV: 0.259

Geometry as XYZ:
```
15
Properties=species:S:1:pos:R:3:nbo_charge:R:1
O 0.79 1.78 0.27 -0.72
C 1.42 -1.95 0.46 -0.30
C 0.43 -1.11 0.76 -0.33
C -0.39 1.69 -0.51 -0.05
C -1.32 0.54 -0.09 -0.53
C -0.63 -0.80 -0.25 0.54
O -0.87 -1.55 -1.18 -0.54
H 1.43 1.14 -0.07 0.47
H 2.23 -2.16 1.15 0.20
H 1.43 -2.45 -0.51 0.21
H 0.40 -0.58 1.71 0.22
H -0.91 2.64 -0.38 0.19
H -0.15 1.59 -1.58 0.17
H -2.21 0.55 -0.73 0.24
H -1.62 0.69 0.95 0.22
```

***

(6)
The following is a quantum chemistry calculation of the molecule C5H8O2 in a non-equilibrium geometry, from the Open Molecules 2025 dataset.

Output
Gap between HOMO and LUMO, eV: 8.870
M, u: 100.12
Structure (SMILES): CC/C=C(\O)C=O
HOMO level, eV: -8.9
Multiplicity: 1
ΔE to the lowest compared entry with this formula, charge and spin, kcal per mole: 46.1
LUMO level, eV: 0.012

Geometry as XYZ:
```
15
Properties=species:S:1:pos:R:3:nbo_charge:R:1
C 1.02 0.30 2.08 -0.60
C -0.12 0.05 1.09 -0.44
C 0.11 0.41 -0.37 -0.24
C -0.33 -0.36 -1.38 0.18
O -0.20 -1.71 -1.23 -0.66
C -1.08 0.11 -2.57 0.38
O -1.04 1.25 -2.97 -0.51
H 1.84 -0.40 1.92 0.20
H 0.66 0.18 3.11 0.21
H 1.41 1.31 1.97 0.21
H -0.96 0.70 1.36 0.22
H -0.51 -0.97 1.20 0.21
H 0.41 1.43 -0.57 0.22
H 0.55 -1.65 -0.61 0.49
H -1.77 -0.64 -3.02 0.13
```

***

(7)
The following is a quantum chemistry calculation of the molecule C5H8O2, from the Open Molecules 2025 dataset.

Output
Gap between HOMO and LUMO, eV: 8.945
M, u: 100.12
HOMO level, eV: -8.8
Multiplicity: 1
ΔE to the lowest compared entry with this formula, charge and spin, kcal per mole: 100.7
LUMO level, eV: 0.115

Geometry as XYZ:
```
15
Properties=species:S:1:pos:R:3:nbo_charge:R:1
C -1.28 1.11 -0.44 -0.61
C -0.56 0.02 0.35 -0.34
C -0.71 -1.34 -0.28 0.46
O 0.25 -2.09 -0.38 -0.52
C 1.53 -0.84 1.31 -0.04
C 0.96 0.25 0.51 -0.11
O 1.54 0.60 -0.74 -0.73
H -2.33 0.84 -0.61 0.21
H -0.78 1.27 -1.40 0.23
H -1.26 2.06 0.10 0.22
H -0.99 -0.07 1.36 0.25
H -1.71 -1.64 -0.64 0.14
H 2.53 -1.07 0.88 0.11
H 1.11 1.12 1.17 0.25
H 1.71 -0.23 -1.22 0.47
```

***

(8)
The following is a quantum chemistry calculation of a structure of composition C5H8O2, from the Open Molecules 2025 dataset.

Output
Gap between HOMO and LUMO, eV: 10.434
M, u: 100.12
HOMO level, eV: -9.9
Multiplicity: 1
ΔE to the lowest compared entry with this formula, charge and spin, kcal per mole: 81.9
LUMO level, eV: 0.490

Geometry as XYZ:
```
15
Properties=species:S:1:pos:R:3:nbo_charge:R:1
O 2.45 -0.78 0.84 -0.54
C 2.12 -1.43 -0.12 0.30
C -0.50 0.42 0.67 -0.32
C -1.63 1.13 0.50 -0.08
C -2.34 0.14 -0.40 -0.53
C -1.00 -0.64 -0.24 0.58
O -0.57 -1.66 -0.72 -0.54
H 2.53 1.45 0.12 0.02
H 1.89 -2.50 -0.05 0.13
H 2.03 -0.98 -1.13 0.11
H 0.43 0.56 1.22 0.25
H -1.94 2.10 0.88 0.22
H 2.30 2.09 -0.18 -0.03
H -2.57 0.46 -1.42 0.22
H -3.21 -0.36 0.03 0.22
```

***

(9)
The following is a quantum chemistry calculation of the molecule C5H8O2 in a non-equilibrium geometry, from the Open Molecules 2025 dataset.

Output
Gap between HOMO and LUMO, eV: 9.803
M, u: 100.12
Structure (SMILES): C1COC2(CC2)O1
HOMO level, eV: -8.7
Multiplicity: 1
ΔE to the lowest compared entry with this formula, charge and spin, kcal per mole: 86.7
LUMO level, eV: 1.082

Geometry as XYZ:
```
15
Properties=species:S:1:pos:R:3:nbo_charge:R:1
C 1.61 0.77 0.15 -0.12
C 1.63 -0.81 -0.13 -0.07
C -0.41 0.05 -0.07 0.52
C -1.71 -0.21 -0.81 -0.44
C -1.69 0.16 0.73 -0.50
H 2.26 1.47 -0.30 0.20
H 1.42 1.23 1.25 0.18
H 2.34 -1.47 0.36 0.20
H 1.92 -0.88 -1.14 0.16
H -2.05 -1.17 -1.06 0.22
H -1.88 0.60 -1.42 0.21
H -2.04 0.98 1.39 0.23
H -2.09 -0.74 1.30 0.22
O 0.38 -1.04 0.20 -0.50
O 0.30 1.05 -0.45 -0.50
```

***

(10)
The following is a quantum chemistry calculation of the molecule C5H8O2 in a non-equilibrium geometry, from the Open Molecules 2025 dataset.

Output
Gap between HOMO and LUMO, eV: 10.592
M, u: 100.12
Structure (SMILES): O=CCCCC=O
HOMO level, eV: -9.8
Multiplicity: 1
ΔE to the lowest compared entry with this formula, charge and spin, kcal per mole: 52.9
LUMO level, eV: 0.783

Geometry as XYZ:
```
15
Properties=species:S:1:pos:R:3:nbo_charge:R:1
O 1.39 -0.85 -2.19 -0.51
C 0.49 -0.09 -1.81 0.43
C 0.66 0.99 -0.73 -0.55
C -0.56 1.03 0.19 -0.39
C -0.81 -0.40 0.77 -0.53
C 0.22 -1.39 1.34 0.45
O 1.41 -1.16 1.52 -0.51
H -0.52 -0.37 -2.00 0.10
H 1.38 0.46 -0.03 0.26
H 0.96 1.99 -1.07 0.24
H -0.19 1.60 1.17 0.21
H -1.32 1.61 -0.34 0.22
H -1.54 -0.22 1.51 0.24
H -1.27 -0.99 -0.02 0.22
H -0.30 -2.20 1.69 0.12
```

***

(11)
The following is a quantum chemistry calculation of the molecule C5H8O2, from the Open Molecules 2025 dataset.

Output
Gap between HOMO and LUMO, eV: 10.364
M, u: 100.12
Structure (SMILES): O=C1CC[C@@H]1CO
HOMO level, eV: -9.5
Multiplicity: 1
ΔE to the lowest compared entry with this formula, charge and spin, kcal per mole: 27.9
LUMO level, eV: 0.817

Geometry as XYZ:
```
15
Properties=species:S:1:pos:R:3:nbo_charge:R:1
O -0.15 0.64 2.36 -0.72
C -0.49 1.09 1.06 -0.05
C 0.43 0.32 0.13 -0.36
C 0.12 -1.19 -0.06 -0.39
C 0.22 -1.05 -1.60 -0.53
C 0.35 0.46 -1.40 0.62
O 0.38 1.40 -2.15 -0.51
H -0.83 0.94 2.98 0.47
H -0.33 2.18 0.95 0.18
H -1.54 0.88 0.82 0.16
H 1.46 0.49 0.45 0.24
H 0.83 -1.87 0.42 0.22
H -0.89 -1.45 0.28 0.21
H -0.66 -1.34 -2.18 0.23
H 1.10 -1.51 -2.05 0.24
```

***

(12)
The following is a quantum chemistry calculation of the molecule C5H8O2 in a non-equilibrium geometry, from the Open Molecules 2025 dataset.

Output
Gap between HOMO and LUMO, eV: 10.852
M, u: 100.12
Structure (SMILES): CC1(OC=O)CC1
HOMO level, eV: -9.9
Multiplicity: 1
ΔE to the lowest compared entry with this formula, charge and spin, kcal per mole: 60.4
LUMO level, eV: 0.983

Geometry as XYZ:
```
15
Properties=species:S:1:pos:R:3:nbo_charge:R:1
C -0.40 1.57 -0.21 -0.62
C -0.08 0.19 0.25 0.24
C -0.71 -1.02 -0.40 -0.45
C -1.10 -0.62 1.00 -0.43
O 1.26 0.09 0.65 -0.60
C 2.20 -0.46 -0.39 0.64
O 2.42 -0.10 -1.50 -0.49
H 0.25 1.83 -1.05 0.22
H -0.22 2.28 0.60 0.22
H -1.44 1.65 -0.53 0.21
H -1.40 -0.84 -1.22 0.22
H -0.12 -1.93 -0.51 0.22
H -2.09 -0.19 1.15 0.22
H -0.76 -1.25 1.81 0.22
H 2.26 -1.20 0.40 0.18
```

***

- multiplicity of number 9 (C5H8O2)?
  1